The following is a quantum chemistry calculation of C27H27NiOP as an isolated structure in a non-equilibrium geometry, from OMol25.

Results
multiplicity = 3
charge = 0
orbital gap (alpha / beta) = 5.762 / 6.928 eV

The geometry in XYZ format:
```
57
Properties=species:S:1:pos:R:3:forces:R:3
Ni -0.172 -0.084 -0.239 0.784 0.433 0.823
P 1.142 0.505 1.555 1.154 -1.222 -1.298
O -1.212 2.238 -1.266 0.362 0.240 0.662
C 1.166 -0.204 -3.596 0.637 0.042 -0.581
C -0.528 1.892 -0.325 -0.421 -0.783 0.058
C -0.115 0.099 5.400 0.182 -0.155 0.198
C 0.860 2.245 1.727 -1.316 1.477 -0.840
C -1.364 -2.355 1.216 0.444 -1.247 -0.049
C 0.297 -4.214 -0.089 -0.007 0.526 -0.264
C -1.426 -3.729 1.551 -0.098 0.395 -0.275
C 0.972 -0.537 6.019 -0.070 -0.048 -0.304
C 0.384 -2.838 -0.405 -0.360 -1.058 0.723
C -0.295 1.778 -4.086 -0.495 0.263 0.045
C -0.438 -1.927 0.261 -0.216 0.459 0.507
C 2.020 -0.860 3.859 -0.349 0.625 -0.147
C -0.727 -1.902 -3.794 -0.530 0.122 0.650
C -0.241 4.163 0.660 0.381 0.361 0.072
C -1.603 0.949 -4.196 -0.269 1.072 -0.856
C 0.409 -1.158 -4.490 0.563 -0.279 -0.622
C 1.437 3.122 2.666 -0.210 -0.190 -0.258
C -1.944 0.185 -3.011 -1.533 0.553 0.329
C 2.009 -1.063 5.236 -0.287 0.071 0.276
C 1.206 4.495 2.569 -0.043 -0.156 -0.173
C -1.373 -1.079 -2.643 -0.032 -1.481 -0.082
C 0.369 5.017 1.577 0.011 -0.262 -0.006
C 0.842 1.074 -3.406 0.592 0.274 -0.512
C -0.600 -4.651 0.892 -0.070 0.224 -0.048
C -0.107 0.317 4.026 0.529 0.065 0.445
C 1.016 -0.058 3.268 -0.850 -0.782 0.288
C 0.020 2.794 0.704 0.599 0.751 0.988
H -2.136 -4.089 2.303 0.257 0.182 -0.278
H 1.514 1.749 -2.866 -0.077 -0.447 0.061
H -0.943 0.827 3.551 0.218 -0.032 0.078
H 0.049 -0.667 -5.404 0.164 0.052 0.364
H -1.578 0.320 -5.093 -0.013 0.084 0.140
H 2.822 -1.275 3.249 -0.152 0.218 0.082
H 2.807 -1.630 5.719 -0.188 0.176 -0.200
H -0.906 4.566 -0.102 0.158 -0.177 0.096
H -2.419 1.667 -4.350 0.187 -0.047 -0.204
H 1.077 -2.478 -1.164 0.048 -0.230 0.061
H -2.029 -1.630 1.682 0.125 -0.203 0.112
H 1.126 -1.913 -4.852 -0.153 0.221 0.086
H 0.999 -0.639 7.109 -0.056 -0.057 -0.452
H -0.328 -2.821 -3.363 -0.116 -0.049 0.075
H 2.139 -0.589 -3.268 -0.413 0.246 0.431
H 1.695 5.171 3.271 -0.144 -0.177 -0.126
H -0.521 2.691 -3.521 0.037 -0.241 -0.136
H -2.150 -1.703 -2.149 0.660 0.245 0.039
H 0.908 -4.942 -0.632 -0.166 0.264 0.239
H 0.201 6.088 1.510 -0.032 -0.138 0.100
H -0.963 0.428 6.000 0.217 -0.053 -0.136
H -0.014 2.114 -5.101 0.141 -0.178 0.307
H -0.676 -5.720 1.119 0.059 0.469 -0.031
H 2.082 2.737 3.458 -0.186 0.046 -0.234
H -2.691 0.615 -2.342 0.279 -0.198 -0.170
H -1.506 -2.204 -4.523 0.329 0.221 0.385
H -0.562 -0.888 -1.880 -0.266 -0.487 -0.435
```
Forces are in eV/Å.

The following is a quantum chemistry calculation of C27H28AlO5 as an isolated structure, from OMol25.

Results
multiplicity = 1
charge = -1
orbital gap = 5.481 eV

The geometry in XYZ format:
```
61
Properties=species:S:1:pos:R:3:forces:R:3
Al 3.354 1.644 5.038 -0.134 -0.152 -0.462
O -4.460 2.435 -3.174 -0.010 -0.007 0.000
O 4.762 -0.334 0.396 0.001 -0.021 0.184
O -4.148 -2.051 -6.094 -0.008 0.004 0.004
O 6.436 -1.238 1.593 -0.166 0.230 0.539
O 0.855 1.140 3.725 -0.120 -0.068 0.001
C -6.207 2.179 -5.336 -0.071 0.044 -0.065
C -0.241 0.492 3.316 -0.168 -0.062 -0.105
C -5.189 0.038 -5.772 0.010 0.020 0.046
C -2.042 0.448 1.690 0.166 -0.168 0.143
C -0.736 -0.694 3.871 -0.101 0.066 -0.041
C 1.515 0.736 4.946 0.680 0.357 0.276
C 5.979 -2.928 3.243 0.096 0.276 -0.081
C -1.738 -1.728 -2.688 -0.008 0.017 -0.005
C -3.397 -0.866 -4.195 -0.037 0.047 -0.004
C -2.659 0.462 -2.320 0.051 -0.040 0.047
C 6.184 1.146 1.633 0.215 0.105 -0.314
C -4.404 1.405 -3.811 0.015 0.057 0.049
C -2.532 -1.883 -3.811 0.072 -0.036 0.057
C -5.285 1.195 -4.999 0.023 -0.049 -0.006
C -1.863 -1.298 3.320 -0.011 0.058 -0.123
C -6.916 0.865 -7.221 0.011 0.006 0.018
C -7.023 2.012 -6.442 0.016 -0.019 0.002
C 5.721 -2.457 1.823 -0.110 -0.425 -0.164
C 5.700 -0.185 1.137 -0.084 -0.081 -0.385
C -6.002 -0.120 -6.887 -0.077 0.031 -0.062
C -2.521 -0.752 2.225 0.124 0.165 -0.012
C -1.797 -0.554 -1.944 0.026 -0.005 0.030
C -0.923 1.060 2.227 -0.084 -0.068 -0.092
C 4.493 0.759 3.593 0.198 0.022 0.179
C -4.232 -1.050 -5.413 0.024 -0.064 -0.035
C -3.466 0.309 -3.441 -0.030 -0.021 -0.037
C 5.212 1.753 2.683 0.099 -0.043 -0.067
H -7.550 0.740 -8.089 -0.005 0.001 -0.001
H -6.275 3.068 -4.724 0.054 -0.014 0.036
H 5.281 -3.722 3.511 0.071 -0.056 -0.036
H 4.656 -2.303 1.651 0.039 0.161 -0.012
H -5.911 -1.018 -7.482 0.040 -0.031 0.042
H -2.534 0.902 0.837 -0.059 0.003 0.050
H -2.229 -2.222 3.753 0.022 0.011 0.019
H 6.056 -3.207 1.100 0.035 0.085 -0.032
H 5.830 -2.092 3.927 -0.051 -0.069 0.022
H 3.873 0.079 2.995 -0.040 0.055 -0.012
H -1.068 -2.522 -2.387 0.010 0.004 0.005
H 5.809 2.435 3.297 -0.051 0.058 -0.050
H 5.256 0.132 4.079 -0.048 -0.014 0.034
H 7.004 -3.286 3.357 -0.032 -0.034 0.039
H -0.545 1.988 1.816 0.036 -0.039 0.035
H -2.717 1.378 -1.748 -0.041 0.023 -0.030
H -0.247 -1.140 4.724 -0.003 0.038 -0.028
H -3.384 -1.240 1.792 -0.007 0.004 0.044
H -1.173 -0.437 -1.067 -0.015 0.003 0.013
H 3.995 1.410 6.513 -0.021 -0.024 0.097
H 4.497 2.385 2.151 -0.102 -0.097 0.070
H 3.179 3.209 4.642 0.027 0.104 0.092
H 6.233 1.796 0.753 0.019 0.039 0.073
H -7.744 2.777 -6.699 0.001 0.004 -0.007
H 7.197 1.052 2.026 -0.075 -0.142 0.119
H 1.671 -0.349 4.958 -0.173 -0.034 0.010
H -2.491 -2.790 -4.398 -0.036 0.023 -0.048
H 0.897 1.035 5.801 -0.204 -0.245 -0.057
```
Forces are in eV/Å.

The following is a quantum chemistry calculation of C27H28AuClN6O4Te as an isolated structure in a non-equilibrium geometry, from OMol25.

Results
multiplicity = 3
charge = +2
orbital gap (alpha / beta) = 7.389 / 6.805 eV

The geometry in XYZ format:
```
68
Properties=species:S:1:pos:R:3:forces:R:3
Au -1.472 0.887 0.156 -0.753 0.223 -0.539
Te 1.993 -0.752 -0.097 0.668 -1.926 -0.127
Cl 0.445 0.819 2.484 -0.157 0.069 -0.811
O -0.663 1.724 2.267 -1.188 0.929 0.108
O 0.041 -0.404 1.807 -0.092 -1.258 -0.084
O 1.570 1.338 1.791 1.227 0.570 -0.122
O 0.679 0.596 3.822 0.300 -0.212 1.967
N -2.666 0.377 -1.659 0.165 0.165 0.574
N 0.099 2.145 -0.486 -0.119 0.471 0.177
N 1.091 1.569 -1.163 -0.248 0.073 -0.578
N -3.076 -0.271 0.882 0.191 0.347 -0.397
N 1.766 3.480 -0.617 -1.582 -0.445 0.340
N 2.078 2.358 -1.241 0.760 -0.092 -0.701
C -4.705 -0.556 -2.412 0.207 0.149 0.346
C -1.660 -2.714 -2.677 0.010 0.027 0.043
C 3.162 4.440 1.920 0.134 0.066 -0.115
C 3.545 -4.739 2.270 0.082 0.147 -0.133
C 2.562 -2.497 0.959 -0.028 0.170 -0.089
C -3.840 -0.203 -1.376 -0.331 -0.037 -0.831
C -2.293 0.599 -2.906 -0.004 0.163 -0.458
C 0.532 3.343 -0.125 -0.034 -0.200 -0.140
C -4.355 -1.051 2.716 0.028 0.020 -0.262
C 4.419 -3.747 1.843 0.002 -0.045 0.097
C 0.314 -1.507 -1.151 0.148 0.088 0.122
C -5.457 -1.198 1.887 0.206 0.058 0.074
C 3.770 4.365 0.525 -0.305 -0.080 0.051
C -3.107 0.284 -3.984 -0.183 -0.079 0.191
C 2.182 -4.609 2.043 -0.051 0.055 -0.002
C 1.689 -3.495 1.387 -0.074 0.143 -0.111
C -3.177 -0.572 2.165 -0.205 -0.165 0.727
C -4.341 -0.292 -3.725 0.203 0.086 0.054
C 4.519 3.056 0.299 0.042 0.170 0.070
C -5.330 -0.912 0.534 0.355 0.055 -0.147
C -4.107 -0.464 0.042 -0.630 -0.228 0.460
C 2.685 4.582 -0.551 1.239 0.797 0.175
C 0.381 -1.453 -2.540 0.220 0.026 0.130
C 3.934 -2.616 1.208 -0.157 0.268 -0.225
C -1.761 -2.711 -1.295 0.077 -0.099 -0.012
C -0.600 -2.068 -3.297 0.032 -0.115 -0.047
C -0.775 -2.108 -0.529 0.128 -0.089 0.152
H 1.507 -5.381 2.380 -0.079 -0.027 -0.005
H 2.119 5.493 -0.344 -0.027 -0.151 -0.113
H 4.606 -1.830 0.879 0.108 -0.124 0.073
H 3.160 4.655 -1.531 -0.202 0.047 0.014
H -0.843 -2.113 0.548 -0.067 -0.088 0.051
H -2.292 -0.425 2.766 0.030 0.075 0.059
H -4.394 -1.281 3.769 -0.031 -0.018 0.074
H 5.479 -3.864 2.013 0.088 0.069 0.007
H 2.627 5.377 2.066 -0.071 0.079 0.057
H 2.488 3.606 2.108 -0.055 -0.051 0.038
H -5.015 -0.539 -4.534 -0.007 -0.030 -0.019
H 3.953 4.396 2.663 0.044 -0.040 0.150
H 5.350 2.987 0.995 0.093 -0.014 0.047
H -0.515 -2.081 -4.372 -0.007 0.053 -0.129
H 3.879 2.187 0.467 0.014 0.016 0.044
H 4.475 5.194 0.405 -0.118 -0.027 -0.089
H -2.782 0.485 -4.991 0.061 0.049 -0.067
H 0.632 -3.400 1.204 -0.100 -0.107 0.033
H -6.404 -1.531 2.286 -0.043 -0.029 -0.001
H -1.323 1.049 -3.044 0.131 0.085 -0.040
H -5.653 -1.025 -2.204 -0.046 -0.038 0.055
H 3.927 -5.617 2.770 0.031 -0.033 0.033
H 1.214 -0.958 -3.019 0.056 -0.019 -0.129
H -0.013 4.053 0.462 -0.029 0.235 0.108
H 4.912 3.008 -0.714 0.102 -0.109 -0.097
H -6.178 -1.027 -0.123 -0.004 -0.013 -0.043
H -2.399 -3.225 -3.272 -0.106 -0.053 -0.076
H -2.586 -3.215 -0.809 -0.045 -0.002 0.037
```
Forces are in eV/Å.

- Number 1 is which compound?
  C27H27NiOP